# 1
C5H10OS | ωB97M-V/def2-TZVPD

```
! wB97M-V def2-TZVPD RIJCOSX def2/J DEFGRID3
* xyz 0 1
C -0.71 -0.51 0.51
C 0.46 -0.87 0.12
C 1.39 -1.83 -0.18
C -2.03 1.28 -0.72
C -1.46 0.77 0.68
O 1.76 0.75 -0.48
S 3.22 0.59 -0.32
H -1.35 -1.31 0.84
H 1.29 -2.03 -1.29
H 1.34 -2.79 0.48
H 2.45 -1.38 0.01
H -2.95 0.76 -0.98
H -2.26 2.41 -0.55
H -1.20 1.08 -1.42
H -0.85 1.51 1.03
H -2.41 0.78 1.33
H 3.29 0.79 0.95
*
```

Properties
- HOMO energy (spin up / spin down) (eV) = -7.6 / -7.6
- LUMO level (spin up / spin down) (eV) = -0.02 / -0.02
- frontier orbital gap (spin up / spin down) (eV) = 7.6 / 7.6

These are the natural (NBO) partial charges, in e, on atoms 1 to 5:
1. C -0.31
2. C 0.38
3. C -0.76
4. C -0.59
5. C -0.41


# 2
C2H6N3 | ωB97M-V/def2-TZVPD

```
! wB97M-V def2-TZVPD RIJCOSX def2/J DEFGRID3
* xyz 1 1
C -0.06 -0.65 -0.34
C 0.13 1.01 0.44
N -0.45 -1.00 -1.49
N 0.68 -1.46 0.46
N -0.69 1.90 -0.01
H 0.64 1.16 1.40
H -0.33 -2.01 -1.62
H 1.22 -1.18 1.27
H 0.78 -2.49 0.31
H -0.50 2.94 0.32
H -1.41 1.78 -0.73
*
```

Properties
- HOMO energy (eV) = -14.0
- LUMO level (eV) = -5.83
- SMILES string = [H]/N=C(\N)C=[NH2+]
- frontier orbital gap (eV) = 8.2

These are the natural (NBO) partial charges, in e, on atoms 1 to 5:
1. C 0.46
2. C 0.26
3. N -0.66
4. N -0.84
5. N -0.61


# 3
ClLi | ωB97M-V/def2-TZVPD

```
! wB97M-V def2-TZVPD RIJCOSX def2/J DEFGRID3
* xyz 0 1
Li -0.19 -1.12 -0.29
Cl 0.19 1.12 0.29
*
```

Properties
- HOMO energy (eV) = -9.0
- LUMO level (eV) = -1.18
- frontier orbital gap (eV) = 7.8

Here is what natural (NBO) gives for the atomic charges, in e:
1. Li 0.94
2. Cl -0.94


# 4
C4H3I | ωB97M-V/def2-TZVPD

```
! wB97M-V def2-TZVPD RIJCOSX def2/J DEFGRID3
* xyz 0 1
C 0.51 -1.30 1.12
C 1.78 -1.21 0.31
C 0.66 -0.34 0.11
C 0.16 0.62 -0.69
I 3.38 -2.21 -0.40
H 0.19 -1.30 2.08
H 0.47 0.93 -1.62
H -0.83 0.83 -0.48
*
```

Properties
- HOMO energy (eV) = -7.8
- LUMO level (eV) = -0.53
- SMILES string = C=C1C=C1I
- frontier orbital gap (eV) = 7.2

These are the natural (NBO) partial charges, in e, on atoms 1 to 5:
1. C -0.14
2. C -0.16
3. C -0.05
4. C -0.58
5. I 0.31


Number 1: largest force on an atom 5.8 eV Å⁻¹. Number 2: largest force on an atom 5.3 eV Å⁻¹. Number 3: largest force on an atom 1.5 eV Å⁻¹. Number 4: largest force on an atom 7.8 eV Å⁻¹.